(1)
Below is 2 unconnected molecules or ions with the total composition C4H12NS3, with properties calculated with ωB97M-V/def2-TZVPD.

XYZ file:
```
20
Properties=species:S:1:pos:R:3:forces:R:3:mulliken_charge:R:1
C 0.788 2.650 -0.914 0.104 -0.075 0.135 -0.94
C -0.538 1.913 -0.973 -0.260 0.241 -0.195 -0.12
S -0.625 0.836 -2.449 0.118 -0.472 0.269 -0.12
S -0.748 -1.098 -1.671 0.053 0.399 -0.140 -0.29
H 1.013 3.150 -1.858 0.027 -0.059 -0.041 0.34
H 1.577 1.941 -0.664 0.074 0.046 -0.110 0.19
H 0.782 3.411 -0.131 -0.106 -0.023 0.055 0.27
H -1.374 2.611 -1.061 0.005 -0.026 0.061 0.32
H -0.676 1.301 -0.084 0.042 -0.073 -0.030 0.01
H 0.428 -1.083 -0.959 -0.086 0.083 0.090 0.17
C -0.193 -1.091 3.081 0.056 -0.001 -0.006 -0.59
C 1.141 -1.419 2.410 -0.013 -0.061 0.033 -0.58
S 1.565 -0.243 1.086 0.036 -0.043 -0.134 -0.58
N -1.345 -1.118 2.179 -0.101 -0.078 -0.097 -0.61
H -0.122 -0.089 3.512 0.018 0.037 -0.015 0.22
H -0.388 -1.782 3.912 -0.005 -0.023 -0.028 0.38
H 1.086 -2.442 2.013 0.004 0.014 -0.006 0.22
H 1.933 -1.418 3.166 -0.040 -0.003 0.029 0.28
H -1.597 -2.081 1.972 0.091 0.017 0.038 0.25
H -1.028 -0.734 1.287 -0.017 0.096 0.093 0.19
```
Positions in Å, forces in eV/Å.

HOMO-LUMO gap   6.29 eV
Energy relative to the best compared isomer or geometry (same formula, charge and spin)   0.85 kcal per mole
Electronic energy   -38339.8503 eV
Charge   -1
HOMO level   -3.08 eV
E_LUMO   3.215 eV
Max |F|   0.56 eV Å⁻¹

---

(2)
Below is a molecular structure, C4H5N2OP, with properties calculated with ωB97M-V/def2-TZVPD.

XYZ file:
```
13
Properties=species:S:1:pos:R:3:forces:R:3:mulliken_charge:R:1
C -1.345 -0.295 0.954 -0.060 -0.872 2.958 -0.07
C -0.001 -0.330 1.185 -1.057 0.611 -1.579 -0.30
C -1.989 0.314 -0.206 2.816 0.059 -1.822 -0.45
C 0.614 -0.377 -1.081 0.015 -1.755 -3.065 0.70
N 0.067 0.074 -2.227 0.197 -0.130 3.442 -0.55
N 1.176 -1.603 -1.060 0.393 -1.164 -0.339 -0.37
O 0.679 0.274 0.048 0.678 1.016 2.450 -0.37
P -1.390 0.829 -1.792 -0.688 -0.888 1.295 -0.04
H -1.889 -0.713 1.928 0.522 1.006 -2.475 0.21
H 0.573 -0.637 2.101 -0.570 0.411 -1.455 0.40
H -2.941 0.740 -0.194 -1.661 0.276 0.781 0.42
H 0.938 -2.309 -1.718 -0.548 0.305 -1.093 0.21
H 1.789 -2.061 -0.407 -0.034 1.125 0.902 0.22
```
Positions in Å, forces in eV/Å.

HOMO-LUMO gap (spin up / spin down)   7.94 / 7.94 eV
Energy relative to the best compared isomer or geometry (same formula, charge and spin)   43.75 kcal per mole
Electronic energy   -18542.7829 eV
HOMO level (spin up / spin down)   -7.94 / -7.94 eV
E_LUMO (spin up / spin down)   -0.002 / -0.002 eV
Max |F|   3.53 eV Å⁻¹

---

(3)
Below is 6 unconnected molecules or ions with the total composition C28H53N3O15P, with properties calculated with ωB97M-V/def2-TZVPD.

XYZ file:
```
100
Properties=species:S:1:pos:R:3:forces:R:3:mulliken_charge:R:1
N -1.005 -1.913 4.648 -0.925 0.252 -1.084 -0.77
P -0.515 -1.236 3.365 0.576 -0.879 2.455 1.09
O 0.375 -2.170 2.468 0.233 0.905 -0.465 -0.37
O 0.391 0.036 3.677 -0.804 -0.025 -1.168 -0.46
N -1.796 -0.643 2.263 -0.031 0.331 -0.671 0.36
C -1.424 -0.139 1.068 0.375 0.187 -0.793 -0.17
C -2.335 0.347 0.166 -0.406 -0.357 0.369 -1.68
C -3.697 0.288 0.468 0.719 0.183 0.202 0.65
C -4.656 0.805 -0.576 0.046 -0.011 0.235 0.45
O -5.579 0.165 -0.952 -0.518 -0.569 -0.385 -0.50
O -4.370 2.016 -1.080 0.054 0.145 0.459 -0.30
N -3.793 2.876 -0.099 -0.252 0.822 -0.819 -0.32
C -4.094 -0.266 1.686 0.008 -0.200 -0.369 -0.35
C -5.528 -0.396 2.088 -0.347 0.093 0.304 -1.18
C -6.015 0.797 2.934 -0.228 -0.176 0.172 -0.56
O -5.053 1.250 3.869 0.075 -0.061 -0.041 -0.53
C -3.105 -0.703 2.554 -0.543 0.023 0.150 0.29
H -2.015 -1.967 4.715 0.140 -0.351 0.566 0.27
H 1.104 -1.667 2.055 0.208 -0.431 -0.149 0.29
H -0.038 0.825 3.305 0.666 0.392 0.044 0.30
H -0.373 -0.109 0.817 0.150 0.021 0.287 0.42
H -2.023 0.765 -0.778 0.261 -0.053 -0.036 1.02
H -4.242 2.764 0.798 -0.028 -0.165 0.022 0.29
H -2.798 2.743 -0.035 0.061 -0.089 0.103 0.43
H -6.176 -0.488 1.223 0.067 -0.016 -0.189 0.48
H -5.671 -1.310 2.661 0.197 -0.051 0.123 0.44
H -6.859 0.449 3.523 -0.073 0.018 0.080 0.41
H -6.413 1.603 2.314 0.284 0.141 -0.154 0.27
H -4.356 1.725 3.406 0.001 0.133 0.030 0.34
H -3.416 -1.105 3.506 0.277 -0.049 0.105 0.34
O -2.093 3.289 1.810 0.096 -0.106 0.342 -0.47
C -1.725 4.409 2.098 0.373 0.030 0.150 0.90
O -1.727 5.335 1.148 -0.268 -0.080 -0.190 -0.40
C -1.499 6.733 1.397 0.214 0.333 0.042 -0.49
C -0.024 7.069 1.396 0.085 -0.214 0.043 -0.96
C -1.189 4.734 3.468 -0.414 0.087 0.185 -1.22
H -1.997 7.047 2.314 0.018 -0.097 0.043 0.37
H -1.997 7.250 0.580 -0.063 -0.154 -0.059 0.34
H 0.508 6.555 2.197 -0.023 0.066 0.057 0.28
H 0.120 8.142 1.521 -0.023 0.007 -0.012 0.39
H 0.433 6.762 0.455 -0.040 0.065 -0.041 0.27
H -0.125 4.502 3.490 0.020 0.018 -0.035 0.27
H -1.703 4.109 4.194 0.092 -0.128 -0.047 0.31
H -1.344 5.767 3.767 0.155 0.039 -0.080 0.38
O 3.482 -3.062 1.506 -0.126 0.130 -0.187 -0.49
C 3.540 -4.021 2.232 -0.243 -0.074 0.386 0.74
O 3.695 -5.238 1.697 0.206 0.067 -0.321 -0.36
C 3.970 -6.412 2.472 -0.084 -0.244 0.178 -0.43
C 2.701 -7.056 2.988 -0.124 0.150 0.002 -0.96
C 3.352 -3.889 3.725 0.439 0.072 0.145 -0.99
H 4.678 -6.191 3.271 -0.038 0.070 0.013 0.36
H 4.476 -7.092 1.789 0.001 0.107 -0.107 0.31
H 2.163 -6.395 3.668 0.051 -0.027 0.064 0.27
H 2.932 -7.980 3.518 0.017 -0.005 -0.013 0.36
H 2.030 -7.285 2.160 0.051 -0.058 -0.025 0.29
H 2.287 -3.928 3.952 -0.007 -0.034 -0.002 0.23
H 3.745 -2.923 4.032 -0.148 0.088 -0.089 0.32
H 3.876 -4.641 4.308 -0.157 -0.115 -0.022 0.36
O 1.102 1.733 1.290 -0.401 -0.030 0.114 -0.36
C 2.180 1.595 0.750 0.381 0.170 0.187 0.94
O 2.539 0.374 0.383 -0.445 -0.335 -0.135 -0.35
C 3.687 0.092 -0.453 0.590 -0.033 -0.330 0.15
C 4.949 -0.008 0.372 -0.081 0.022 0.322 -1.16
C 3.135 2.745 0.585 -0.099 0.147 -0.351 -1.41
H 3.761 0.813 -1.274 -0.086 -0.107 0.416 0.00
H 3.473 -0.872 -0.911 -0.173 -0.040 0.174 0.38
H 5.197 0.934 0.864 0.021 0.053 -0.132 0.31
H 5.790 -0.293 -0.259 -0.023 -0.014 -0.029 0.41
H 4.821 -0.757 1.154 0.041 -0.092 -0.087 0.21
H 3.726 2.839 1.496 -0.011 -0.029 0.019 0.33
H 2.553 3.654 0.446 -0.042 -0.009 0.170 0.26
H 3.791 2.648 -0.273 0.090 -0.110 0.060 0.38
O 3.575 2.349 -2.553 -0.073 0.178 -0.181 -0.67
C 2.625 2.343 -3.300 0.086 0.230 -0.237 0.86
O 2.220 1.178 -3.807 -0.037 -0.228 0.261 -0.33
C 0.988 1.016 -4.535 -0.131 -0.048 -0.308 0.05
C 1.161 1.332 -6.004 0.143 0.165 -0.016 -1.12
C 1.947 3.622 -3.724 -0.312 0.009 0.333 -1.22
H 0.188 1.599 -4.077 0.058 0.067 0.021 0.24
H 0.717 -0.028 -4.419 0.090 -0.014 0.115 0.07
H 1.445 2.374 -6.163 -0.075 0.019 0.001 0.35
H 0.233 1.141 -6.540 -0.012 -0.047 0.032 0.35
H 1.950 0.714 -6.432 -0.045 -0.065 0.009 0.32
H 2.471 4.028 -4.587 -0.006 -0.011 -0.023 0.32
H 2.017 4.332 -2.903 0.193 0.019 -0.044 0.31
H 0.892 3.505 -3.960 0.055 -0.043 -0.180 0.41
O -1.156 -1.269 -5.226 -0.007 0.030 0.132 -0.57
C -1.082 -2.470 -5.208 0.226 -0.075 -0.229 0.82
O -1.193 -3.107 -4.030 -0.222 0.146 0.203 -0.30
C -1.313 -4.530 -3.914 0.134 -0.268 -0.002 -0.43
C 0.040 -5.209 -3.890 0.102 0.123 -0.077 -0.95
C -0.781 -3.264 -6.456 -0.434 -0.089 -0.105 -1.13
H -1.962 -4.928 -4.695 0.033 0.047 -0.047 0.38
H -1.825 -4.698 -2.969 -0.021 0.138 0.016 0.31
H 0.586 -5.051 -4.820 -0.043 -0.065 -0.035 0.27
H -0.075 -6.282 -3.738 -0.015 0.001 0.009 0.37
H 0.652 -4.804 -3.084 -0.042 -0.034 0.050 0.28
H 0.299 -3.317 -6.588 0.011 -0.021 0.018 0.26
H -1.214 -2.739 -7.303 0.129 0.132 0.020 0.34
H -1.195 -4.268 -6.453 0.154 -0.051 0.068 0.34
```
Positions in Å, forces in eV/Å.

HOMO-LUMO gap   8.11 eV
Electronic energy   -74361.8657 eV
Charge   +1
HOMO level   -12.18 eV
E_LUMO   -4.070 eV
Max |F|   2.67 eV Å⁻¹

---

(4)
Below is C12H24OSi in the gas phase, with properties calculated with ωB97M-V/def2-TZVPD.

XYZ file:
```
38
Properties=species:S:1:pos:R:3:forces:R:3:mulliken_charge:R:1
C 5.527 -2.332 2.126 -1.843 1.243 -5.217 0.16
C 5.318 -2.159 0.846 0.689 -0.835 6.230 -0.62
Si 4.723 -1.919 -0.986 0.236 0.575 0.883 0.42
C 3.992 -0.161 -1.282 -0.200 0.505 0.495 -0.63
C 2.385 -0.301 -1.178 0.300 0.571 0.021 -0.68
C 1.638 1.153 -1.107 -0.465 -1.156 0.962 -0.45
C 0.728 1.128 0.233 -0.623 0.389 -0.561 -0.74
C -0.298 2.380 0.342 1.346 -0.017 1.189 -0.57
C -1.314 2.057 1.550 -0.168 1.042 -0.191 -0.59
C -2.740 1.439 1.112 -0.046 0.201 0.728 -0.52
C -2.802 0.825 -0.375 -1.727 -0.659 0.610 -0.25
C -3.895 -0.393 -0.449 1.406 0.203 -1.310 -0.65
O -3.628 -1.401 0.568 -1.798 0.103 -1.152 -0.28
C -4.590 -2.487 0.369 0.068 -0.383 0.172 -0.60
H 5.456 -2.349 3.278 0.461 -0.087 -2.689 0.32
H 3.628 -2.869 -1.234 -0.020 -0.179 0.150 -0.11
H 5.809 -2.257 -1.924 0.179 0.036 0.136 -0.16
H 4.338 0.316 -2.268 -0.595 -0.814 1.360 0.33
H 4.393 0.523 -0.435 -0.801 -0.998 -1.331 0.33
H 1.969 -0.910 -2.066 0.761 0.914 1.379 0.26
H 2.154 -0.912 -0.214 0.272 1.105 -1.614 0.32
H 2.396 2.020 -1.083 -1.189 -1.361 -0.088 0.31
H 0.927 1.260 -2.004 1.171 0.012 1.275 0.27
H 0.075 0.176 0.227 1.110 1.284 -0.109 0.28
H 1.365 1.058 1.206 -0.973 0.268 -1.767 0.32
H 0.355 3.294 0.653 -1.197 -1.443 -0.573 0.39
H -0.792 2.673 -0.650 0.580 -0.731 1.430 0.27
H -0.779 1.361 2.295 -0.820 1.058 -1.154 0.32
H -1.525 3.066 2.094 0.356 -1.862 -0.746 0.31
H -3.040 0.675 1.938 0.478 1.092 -1.749 0.23
H -3.525 2.291 1.198 1.246 -1.453 -0.318 0.29
H -3.241 1.655 -1.059 1.144 -1.514 0.835 0.27
H -1.821 0.382 -0.764 -1.358 0.974 0.646 0.08
H -4.982 -0.010 -0.461 1.545 -0.592 0.403 0.34
H -3.694 -0.918 -1.473 -0.604 0.950 1.469 0.32
H -4.550 -3.174 1.294 -0.077 1.231 -1.430 0.22
H -5.655 -2.044 0.239 1.681 -0.866 0.224 0.26
H -4.306 -3.133 -0.557 -0.523 1.197 1.403 0.24
```
Positions in Å, forces in eV/Å.

HOMO-LUMO gap   10.69 eV
Electronic energy   -22752.7371 eV
SMILES string   C#C[SiH2]CCCCCCCCCOC
HOMO level   -9.77 eV
E_LUMO   0.925 eV
Max |F|   6.32 eV Å⁻¹